Entry 1:
Below is a cluster of 2 separate species, C4H10NO2 in total at a distorted geometry, with properties calculated with ωB97M-V with the def2-TZVPD basis set.

For the HOMO-LUMO gap, the calculation gives 7.3 eV. The value obtained for the maximum force is 0.0297 hartree/bohr. As for the highest occupied orbital energy: -3.034 eV.

```
! RIJCOSX wB97M-V def2-TZVPD def2/J DEFGRID3
* xyz -1 1
N -0.43193 -1.72398 0.90677
C -1.26764 -0.47580 1.35581
O -2.17439 -0.15352 0.45834
H -1.09547 -2.18743 0.30044
H -0.30570 -2.35886 1.72542
H -1.64227 -0.74080 2.34578
H -0.45558 0.29389 1.52650
C 1.61733 1.91086 -0.35895
C 1.06978 0.71933 -0.72240
O 1.62482 -0.46149 -0.28415
C -0.13899 0.58741 -1.60379
H 1.13503 2.87243 -0.66592
H 2.51182 1.95177 0.25823
H 0.91981 -0.98016 0.16144
H -0.31448 1.52796 -2.15591
H 0.00566 -0.25915 -2.29306
H -1.02164 0.41750 -0.96778
*
```

Entry 2:
Below is a structure of composition C16H13BrHfIN7S at a distorted geometry, with properties calculated with ωB97M-V with the def2-TZVPD basis set.

For the HOMO-LUMO gap, the calculation gives 6.2 eV. The value obtained for the maximum force is 0.1228 hartree/bohr. As for the highest occupied orbital energy: -14.682 eV.

```
! RIJCOSX wB97M-V def2-TZVPD def2/J DEFGRID3
* xyz 2 1
Hf -0.40276 -1.04379 -0.09409
C 1.49233 -2.53597 3.52626
C 1.27223 -1.89599 2.16324
N -0.00370 -1.61821 1.84352
N -1.03272 -2.04665 2.65638
C -2.14076 -1.36027 2.45516
N -3.01165 -1.27665 3.51524
S -2.44262 -0.36767 0.96632
C 2.23527 -1.68559 1.11095
C 3.60338 -1.96052 1.25417
C 4.49785 -1.52340 0.24973
C 3.94002 -1.00891 -0.92428
C 2.55993 -0.96088 -1.09624
N 1.73166 -1.22915 -0.09740
H 1.25163 -1.82458 4.31343
H 2.50620 -2.86584 3.49811
H 0.77234 -3.38656 3.50638
H -2.91262 -1.97868 4.24182
H -3.95937 -0.89115 3.32360
H 3.99882 -2.50042 2.14366
H 5.56981 -1.63136 0.34178
H 4.62721 -0.78491 -1.72359
H 2.17003 -0.87654 -2.11725
Br 0.86780 3.95534 -3.92381
C -0.51490 4.36154 -2.71028
C -1.04003 5.63997 -2.85360
C -1.98334 6.08801 -1.90771
C -2.44796 5.25001 -0.88449
C -1.90698 3.99205 -0.76571
C -0.88446 3.55582 -1.64923
I -0.01021 1.48230 -1.46504
H -0.71786 6.24706 -3.68236
H -2.35270 7.11520 -2.01235
H -3.24418 5.54262 -0.13053
H -2.28113 3.27083 0.01710
N -0.81563 -2.68435 -1.23633
C -1.20135 -3.56835 -1.93893
N -1.54151 -4.51268 -2.66018
C -2.63095 -4.32021 -3.31945
N -3.61712 -4.16146 -3.93400
*
```

> maximum force of number 1 (C4H10NO2)?

0.0297 hartree/bohr